C19H56N4O13 | wB97M-V/def2-TZVPD

The geometry in XYZ format:
```
92
Properties=species:S:1:pos:R:3
C 3.2050 3.1796 2.9640
C 1.6768 2.7821 2.8653
C 1.3729 1.2671 3.0955
O -0.0473 0.9826 2.9492
C -0.1589 -0.4968 3.0779
N 0.9560 3.5879 3.8979
H 3.7764 2.5060 2.3254
H 3.7139 3.1697 3.9278
H 3.2864 4.2185 2.6444
H 1.2917 3.0012 1.8694
H 1.6509 0.9629 4.1047
H 1.9387 0.6552 2.3930
H 0.1421 -0.7448 4.0957
H 0.3604 -1.0138 2.2710
H -1.1855 -0.8124 3.2637
H 0.0279 3.3410 3.5850
H 1.1278 3.1348 4.7841
C -2.2223 -1.9958 -0.2420
C -2.4420 -2.5439 1.1842
C -3.7587 -3.4042 1.3963
O -4.1281 -3.5828 2.8147
C -5.4986 -3.4290 3.0801
N -1.2031 -3.2277 1.6238
H -3.0286 -1.3336 -0.5575
H -2.1629 -2.8397 -0.9293
H -1.2079 -1.6112 -0.3476
H -2.4550 -1.6754 1.8426
H -3.4634 -4.3835 1.0196
H -4.4698 -2.8136 0.8185
H -6.0650 -4.1749 2.5225
H -5.8391 -2.4425 2.7655
H -5.8135 -3.6000 4.1095
H -1.2750 -3.4541 2.6055
H -0.9195 -4.0651 1.1357
C -2.5152 -0.0254 -4.3178
C -3.9211 0.3100 -4.8277
O -4.5361 -0.9261 -5.2109
O -2.5062 -0.3598 -2.9192
H -2.0420 0.9522 -4.4094
H -2.0030 -0.7422 -4.9595
H -3.7711 0.9374 -5.7063
H -4.4307 0.9636 -4.1197
H -4.3571 -1.7044 -4.6782
H -3.2372 -0.9215 -2.6511
C 0.3896 0.8840 -0.2773
C -0.7770 1.9360 -0.0909
O -1.9801 1.4495 -0.4791
O 0.6448 0.7049 -1.6728
H 0.0554 -0.0518 0.1708
H 1.2472 1.1915 0.3210
H -0.5838 2.8547 -0.6448
H -0.8144 2.2862 0.9406
H -1.9197 1.0101 -1.3306
H 1.5645 0.4386 -1.6028
C 6.7326 1.0882 0.5278
C 5.2811 0.9127 -0.1458
O 4.2719 0.5458 0.8094
O 6.7574 -0.0165 1.4301
H 6.7000 2.0407 1.0567
H 7.4717 1.1059 -0.2732
H 5.4248 0.0403 -0.7832
H 4.9510 1.6314 -0.8959
H 3.6807 0.0114 0.2741
H 5.8425 -0.2128 1.6445
C 2.8387 1.1516 -4.7601
C 3.5789 -0.1144 -4.1223
O 4.3572 -0.8440 -5.0259
O 3.7449 2.0883 -5.2926
H 2.4077 1.6193 -3.8749
H 2.0687 0.9809 -5.5124
H 2.7915 -0.7483 -3.7145
H 4.1237 0.2345 -3.2450
H 3.7555 -0.8652 -5.7735
H 4.3846 2.3240 -4.6167
C -4.6804 0.9553 1.5107
C -4.2251 2.1201 2.4790
O -5.0875 3.1528 2.9177
O -4.5220 1.4816 0.1894
H -5.7296 0.7686 1.7396
H -3.9370 0.1657 1.6197
H -3.2369 2.5459 2.3052
H -3.9765 1.5550 3.3773
H -5.4475 3.5353 2.1141
H -3.5809 1.5073 0.0017
C 2.6743 -2.1439 -0.9076
O 2.8145 -0.9744 -1.1228
N 3.6093 -2.9814 -1.3309
N 1.7976 -2.7119 -0.1924
H 4.3562 -2.6128 -1.9022
H 3.3140 -3.9468 -1.2996
H 1.1983 -2.0296 0.2497
H 1.8049 -3.6913 0.0542
```

Net charge ... -1
E_tot ... -1954.445414 Eh
Expectation value of S² ... 0.750
Kohn-Sham gap (spin up / spin down) ... 2.26 / 9.25 eV
Multiplicity ... 2

For each atom in turn, the Löwdin charge in e is: number 1, C, carries -0.05; number 2, C, carries -0.38; number 3, C, carries -0.20; number 4, O, carries -0.22; number 5, C, carries -0.08; number 6, N, carries 0.03; number 7, H, carries 0.05; number 8, H, carries 0.07; number 9, H, carries 0.07; number 10, H, carries 0.12; number 11, H, carries 0.12; number 12, H, carries 0.10; number 13, H, carries 0.08; number 14, H, carries 0.06; number 15, H, carries 0.07; number 16, H, carries 0.05; number 17, H, carries 0.06; number 18, C, carries -0.07; number 19, C, carries -0.41; number 20, C, carries -0.14; number 21, O, carries -0.20; number 22, C, carries -0.14; number 23, N, carries 0.02; number 24, H, carries 0.06; number 25, H, carries 0.06; number 26, H, carries 0.06; number 27, H, carries 0.09; number 28, H, carries 0.11; number 29, H, carries 0.11; number 30, H, carries 0.08; number 31, H, carries 0.08; number 32, H, carries 0.08; number 33, H, carries 0.05; number 34, H, carries 0.01; number 35, C, carries -0.22; number 36, C, carries -0.23; number 37, O, carries -0.08; number 38, O, carries -0.10; number 39, H, carries 0.12; number 40, H, carries 0.12; number 41, H, carries 0.11; number 42, H, carries 0.12; number 43, H, carries 0.07; number 44, H, carries 0.07; number 45, C, carries -0.20; number 46, C, carries -0.23; number 47, O, carries -0.06; number 48, O, carries -0.07; number 49, H, carries 0.08; number 50, H, carries 0.10; number 51, H, carries 0.12; number 52, H, carries 0.10; number 53, H, carries 0.08; number 54, H, carries 0.03; number 55, C, carries -0.20; number 56, C, carries -0.22; number 57, O, carries -0.11; number 58, O, carries -0.09; number 59, H, carries 0.10; number 60, H, carries 0.11; number 61, H, carries 0.10; number 62, H, carries 0.11; number 63, H, carries 0.04; number 64, H, carries 0.06; number 65, C, carries -0.23; number 66, C, carries -0.26; number 67, O, carries -0.06; number 68, O, carries -0.08; number 69, H, carries 0.10; number 70, H, carries 0.12; number 71, H, carries 0.10; number 72, H, carries 0.10; number 73, H, carries 0.08; number 74, H, carries 0.08; number 75, C, carries -0.19; number 76, C, carries -0.25; number 77, O, carries -0.06; number 78, O, carries -0.11; number 79, H, carries 0.12; number 80, H, carries 0.10; number 81, H, carries 0.11; number 82, H, carries 0.10; number 83, H, carries 0.08; number 84, H, carries 0.01; number 85, C, carries -0.91; number 86, O, carries -0.02; number 87, N, carries 0.14; number 88, N, carries 0.17; number 89, H, carries 0.10; number 90, H, carries 0.01; number 91, H, carries 0.08; number 92, H, carries -0.01